{"formula": "C53H54BN9O5Ti", "method": "ωB97M-V with the def2-TZVPD basis set", "s2": 0.752, "spin_multiplicity": 2, "homo_energy_ha": [-0.175, -0.222], "relative_energy_kcal_mol": 0.0, "total_charge": -1, "energy_ha": -3795.8085, "elements": ["Ti", "C", "C", "C", "C", "N", "N", "B", "N", "C", "C", "C", "C", "N", "N", "C", "C", "C", "C", "N", "N", "C", "C", "C", "C", "N", "H", "H", "H", "H", "H", "H", "H", "H", "H", "H", "H", "H", "H", "H", "H", "H", "H", "H", "H", "H", "O", "C", "C", "C", "C", "C", "C", "C", "C", "C", "O", "C", "C", "C", "C", "C", "C", "C", "C", "C", "C", "C", "C", "N", "C", "C", "C", "C", "C", "C", "C", "C", "C", "C", "C", "C", "H", "H", "H", "H", "H", "H", "H", "H", "H", "H", "H", "H", "H", "H", "H", "H", "H", "H", "H", "H", "H", "H", "H", "H", "H", "H", "H", "C", "C", "C", "O", "C", "O", "O", "H", "H", "H", "H", "H", "H", "H"], "positions_angstrom": [[0.03109, -0.39902, -0.00252], [2.30212, 0.74110, -2.33471], [1.50857, 1.78696, -1.62906], [1.11882, 3.03051, -2.14572], [0.41912, 3.62322, -1.12381], [0.37196, 2.78154, -0.07649], [1.05485, 1.62882, -0.38835], [0.35616, 3.24340, 1.39356], [-0.35840, 2.23793, 2.28699], [-0.29058, 2.17579, 3.62798], [-1.30269, 1.35927, 4.07089], [-1.96372, 0.95628, 2.90072], [-3.07149, -0.04016, 2.80492], [-1.40147, 1.50370, 1.82763], [1.82671, 3.42478, 1.85769], [2.65427, 4.41933, 1.47878], [3.92753, 4.10078, 1.88905], [3.78881, 2.84823, 2.51622], [4.85237, 2.00183, 3.14034], [2.52576, 2.44812, 2.48101], [-0.30745, 4.64384, 1.54255], [-0.05760, 5.49551, 2.56189], [-1.02303, 6.47143, 2.55385], [-1.85791, 6.12250, 1.47406], [-3.08752, 6.83296, 1.00764], [-1.42833, 5.01806, 0.88205], [2.44886, -0.13586, -1.70785], [1.78682, 0.43286, -3.24693], [3.27715, 1.14531, -2.61511], [1.30573, 3.41876, -3.13222], [-0.05373, 4.58786, -1.05744], [0.47506, 2.71211, 4.16210], [-1.51540, 1.05906, 5.08306], [-3.58043, -0.12906, 3.76477], [-3.80850, 0.23944, 2.05184], [-2.66275, -1.02360, 2.56018], [2.27715, 5.27922, 0.94943], [4.82513, 4.68202, 1.75985], [5.76722, 2.57964, 3.27502], [4.52940, 1.62754, 4.11152], [5.07511, 1.13210, 2.52140], [0.78404, 5.34570, 3.21710], [-1.11098, 7.31290, 3.22071], [-2.92564, 7.91119, 0.95997], [-3.37918, 6.49010, 0.01724], [-3.92564, 6.65555, 1.68512], [-0.90811, -0.01769, -1.66226], [-2.26643, 0.18026, -1.87435], [-3.00952, -0.12805, -0.54835], [-2.76966, -1.55966, -0.17564], [-3.79495, -2.49411, -0.20129], [-3.49689, -3.82305, 0.03276], [-2.18485, -4.19152, 0.26531], [-1.19546, -3.21587, 0.28114], [0.24252, -3.58815, 0.51439], [1.25359, -3.08360, -0.54753], [1.30262, -1.69745, -0.57885], [2.64670, -3.61880, -0.16237], [3.68718, -2.72629, 0.06061], [4.95061, -3.18971, 0.40570], [5.19059, -4.54837, 0.53671], [4.15509, -5.44710, 0.31483], [2.89720, -4.98318, -0.03807], [0.94302, -3.62322, -1.95106], [0.28567, -4.82915, -2.17535], [0.08850, -5.30814, -3.46463], [0.54917, -4.58569, -4.55415], [1.20052, -3.37786, -4.34158], [1.39405, -2.90359, -3.05371], [-1.50347, -1.92810, 0.08134], [-2.82510, -0.78967, -2.92202], [-4.13165, -0.64043, -3.38573], [-4.68620, -1.56839, -4.25167], [-3.93748, -2.66300, -4.67122], [-2.63440, -2.81009, -4.22290], [-2.08086, -1.87658, -3.35213], [-2.46129, 1.62029, -2.34378], [-2.89447, 2.64264, -1.51471], [-2.98071, 3.94594, -1.99382], [-2.62854, 4.24164, -3.29843], [-2.16930, 3.22463, -4.12959], [-2.08746, 1.92972, -3.65273], [-2.61607, 0.54125, 0.21792], [-4.08276, 0.04926, -0.64378], [-4.80081, -2.16951, -0.42954], [-4.27987, -4.57118, 0.01163], [-1.91333, -5.22546, 0.42980], [0.55585, -3.18885, 1.47875], [0.29948, -4.67211, 0.61187], [3.48234, -1.66676, 0.01200], [5.74371, -2.47650, 0.59432], [6.17440, -4.90667, 0.81415], [4.32616, -6.51238, 0.41244], [2.10913, -5.70223, -0.22892], [-0.08914, -5.41063, -1.34316], [-0.43316, -6.24591, -3.61413], [0.39268, -4.95467, -5.56044], [1.55463, -2.79741, -5.18488], [1.88712, -1.95722, -2.88417], [-4.71432, 0.21873, -3.07027], [-5.70191, -1.43640, -4.60529], [-4.36935, -3.39180, -5.34646], [-2.03584, -3.65399, -4.54130], [-1.06644, -1.98938, -2.99295], [-3.12414, 2.45589, -0.47303], [-3.29499, 4.72925, -1.32061], [-2.69339, 5.25944, -3.66440], [-1.87322, 3.44576, -5.14830], [-1.72425, 1.13672, -4.29597], [2.68398, -2.53831, 3.65656], [2.08905, -1.15770, 3.40734], [2.13164, -0.33045, 4.69379], [2.86811, -0.54859, 2.39736], [0.61328, -1.32535, 2.98544], [-0.12296, -2.02930, 3.66438], [0.21634, -0.67843, 1.94027], [3.67322, -2.43374, 4.10698], [2.79376, -3.07779, 2.71724], [2.03957, -3.10816, 4.32375], [3.16256, -0.28538, 5.05110], [1.50126, -0.78537, 5.45859], [1.77959, 0.68369, 4.50512], [2.54049, 0.35949, 2.25502]], "forces_ev_per_angstrom": [[-0.2, 0.7, 0.2], [0.0, 0.0, 0.0], [0.0, 0.0, -0.1], [0.0, 0.0, 0.1], [0.0, 0.0, 0.0], [0.1, 0.0, 0.0], [0.0, 0.0, 0.0], [0.0, 0.1, 0.0], [-0.1, 0.0, -0.1], [0.0, 0.0, 0.0], [0.0, 0.0, 0.0], [0.0, 0.0, 0.0], [0.0, 0.0, 0.0], [0.0, -0.1, 0.0], [0.1, -0.1, 0.0], [0.0, 0.0, 0.0], [0.0, 0.0, 0.0], [0.0, 0.0, 0.0], [0.0, 0.0, 0.0], [0.0, -0.1, 0.0], [0.0, 0.0, 0.1], [0.0, 0.0, 0.0], [0.0, 0.0, 0.0], [0.0, 0.0, 0.0], [0.0, 0.0, 0.0], [0.0, 0.0, 0.0], [0.0, 0.0, 0.0], [0.0, 0.0, 0.0], [0.0, 0.0, 0.0], [0.0, 0.0, 0.0], [0.0, 0.0, 0.0], [0.0, 0.0, 0.0], [0.0, 0.0, 0.0], [0.0, 0.0, 0.0], [0.0, 0.0, 0.0], [0.0, 0.0, 0.0], [0.0, 0.0, 0.0], [0.0, 0.0, 0.0], [0.0, 0.0, 0.0], [0.0, 0.0, 0.0], [0.0, 0.0, 0.0], [0.0, 0.0, 0.0], [0.0, 0.0, 0.0], [0.0, 0.0, 0.0], [0.0, 0.0, 0.0], [0.0, 0.0, 0.0], [0.2, 0.0, 0.4], [0.1, -0.1, 0.0], [-0.1, 0.0, 0.0], [0.0, -0.1, -0.1], [0.1, 0.0, 0.0], [0.0, 0.0, 0.0], [0.0, 0.1, 0.0], [0.0, -0.1, -0.1], [0.0, 0.0, 0.1], [0.0, 0.1, 0.0], [0.0, -0.2, 0.0], [0.0, 0.0, 0.0], [0.0, 0.0, 0.1], [0.0, 0.0, 0.0], [0.0, 0.0, 0.0], [0.0, 0.0, 0.0], [0.0, 0.0, 0.0], [0.0, -0.1, 0.0], [0.0, 0.0, 0.0], [0.0, 0.0, 0.0], [0.0, 0.0, 0.0], [0.0, 0.0, 0.0], [0.0, 0.0, 0.0], [-0.2, -0.2, -0.1], [0.0, 0.0, 0.0], [0.0, 0.0, 0.0], [0.0, 0.0, 0.0], [0.0, 0.0, 0.0], [0.0, 0.0, 0.0], [0.0, 0.0, 0.0], [0.0, 0.0, -0.1], [0.0, 0.0, 0.0], [0.0, 0.0, 0.0], [0.0, 0.0, 0.0], [0.0, 0.0, 0.0], [0.0, 0.0, 0.0], [0.0, 0.0, 0.0], [0.0, 0.0, 0.0], [0.0, 0.0, 0.0], [0.0, 0.0, 0.0], [0.0, 0.0, 0.0], [0.0, 0.0, 0.0], [0.0, 0.0, 0.0], [0.0, 0.0, 0.0], [0.0, 0.0, 0.0], [0.0, 0.0, 0.0], [0.0, 0.0, 0.0], [0.0, 0.0, 0.0], [0.0, 0.0, 0.0], [0.0, 0.0, 0.0], [0.0, 0.0, 0.0], [0.0, 0.0, 0.0], [0.0, 0.0, 0.0], [0.0, 0.0, 0.0], [0.0, 0.0, 0.0], [0.0, 0.0, 0.0], [0.0, 0.0, 0.0], [0.0, 0.0, 0.0], [0.0, 0.0, 0.0], [0.0, 0.0, 0.0], [0.0, 0.0, 0.0], [0.0, 0.0, 0.0], [0.0, 0.0, 0.0], [0.0, 0.0, 0.0], [0.1, 0.0, 0.0], [-0.1, 0.0, 0.0], [0.0, 0.1, -0.1], [-0.3, 0.1, 0.1], [0.0, -0.1, 0.0], [0.5, 0.0, -0.3], [0.0, 0.0, 0.0], [0.0, -0.1, -0.1], [0.0, 0.0, 0.0], [0.0, 0.0, 0.0], [0.0, 0.0, 0.0], [0.0, 0.0, 0.0], [0.0, -0.1, 0.1]], "lowdin_spin": [0.92, 0.00, 0.00, 0.00, 0.00, 0.00, 0.01, 0.00, 0.00, 0.00, 0.00, 0.00, 0.00, 0.00, 0.00, 0.00, 0.00, 0.00, 0.00, 0.00, 0.00, 0.00, 0.00, 0.00, 0.00, 0.00, 0.00, 0.00, 0.00, 0.00, 0.00, 0.00, 0.00, 0.00, 0.00, 0.00, 0.00, 0.00, 0.00, 0.00, 0.00, 0.00, 0.00, 0.00, 0.00, 0.00, -0.01, 0.00, 0.00, 0.00, 0.00, 0.00, 0.00, 0.00, 0.00, 0.01, 0.04, 0.00, 0.00, 0.00, 0.00, 0.00, 0.00, 0.00, 0.00, 0.00, 0.00, 0.00, 0.00, 0.01, 0.00, 0.00, 0.00, 0.00, 0.00, 0.00, 0.00, 0.00, 0.00, 0.00, 0.00, 0.00, 0.00, 0.00, 0.00, 0.00, 0.00, 0.00, 0.00, 0.00, 0.00, 0.00, 0.00, 0.00, 0.00, 0.00, 0.00, 0.00, 0.00, 0.00, 0.00, 0.00, 0.00, 0.00, 0.00, 0.00, 0.00, 0.00, 0.00, 0.00, 0.00, 0.00, 0.00, 0.00, 0.00, 0.00, 0.00, 0.00, 0.00, 0.00, 0.00, 0.00, 0.00]}